The following is a DFT calculation (ωB97M-V/def2-TZVPD) of a 5-piece molecular cluster, C45H98N2O4PS overall.

Properties
Molecular weight (g/mol): 794.3
E_tot (hartree): -2923.29028
LUMO (eV): 2.0
HOMO-LUMO gap (eV): 6.09

ORCA input file:
```
! wB97M-V def2-TZVPD RIJCOSX def2/J DEFGRID3
* xyz -1 1
C -3.085 7.110 -4.245
O -2.860 6.278 -3.128
C -1.898 5.263 -3.407
C -2.041 4.140 -2.381
C -2.649 2.841 -2.940
C -1.600 1.854 -3.457
C -0.947 2.248 -4.778
P 0.185 0.893 -5.577
C 0.988 2.264 -6.696
C 1.445 -0.436 -6.256
C 2.878 -0.227 -5.762
C 3.388 -1.165 -4.651
C 2.343 -1.758 -3.698
C 3.004 -2.176 -2.368
C 2.494 -3.488 -1.737
C 2.141 -3.374 -0.241
S 0.472 -3.894 0.248
C -0.429 -2.617 -0.513
N -1.166 -1.705 0.040
N -1.651 -0.914 -0.999
C -1.145 -1.409 -2.086
O -0.379 -2.493 -1.870
C -1.079 0.427 -6.983
C -2.083 -0.679 -6.638
C -3.208 -0.238 -5.689
C -4.568 -0.658 -6.216
O -5.655 -0.081 -5.453
C -5.683 -0.375 -4.149
O -5.465 -1.445 -3.688
H -2.148 7.341 -4.762
H -3.771 6.630 -4.954
H -3.536 8.037 -3.885
H -2.023 4.892 -4.433
H -0.891 5.704 -3.361
H -2.656 4.528 -1.564
H -1.048 3.907 -1.983
H -3.344 3.103 -3.751
H -3.258 2.369 -2.160
H -0.807 1.795 -2.697
H -2.039 0.856 -3.514
H -0.251 3.072 -4.567
H -1.695 2.644 -5.478
H -0.449 -0.163 -4.715
H 1.160 1.200 -4.488
H 0.317 2.528 -7.524
H 1.178 3.179 -6.129
H 1.933 1.942 -7.142
H 1.446 -0.311 -7.345
H 1.080 -1.455 -6.071
H 2.999 0.812 -5.434
H 3.564 -0.352 -6.611
H 3.969 -1.978 -5.102
H 4.104 -0.595 -4.042
H 1.565 -1.009 -3.530
H 1.906 -2.646 -4.163
H 2.941 -1.349 -1.654
H 4.072 -2.317 -2.574
H 1.655 -3.888 -2.307
H 3.292 -4.234 -1.808
H 2.275 -2.346 0.110
H 2.794 -4.006 0.366
H -1.220 -1.047 -3.102
H -1.657 1.309 -7.294
H -0.538 0.099 -7.879
H -2.550 -1.013 -7.579
H -1.572 -1.555 -6.228
H -3.064 -0.696 -4.705
H -3.214 0.844 -5.536
H -4.669 -1.746 -6.257
H -4.706 -0.280 -7.231
H -5.958 0.491 -3.536
C 4.589 2.572 -1.794
C 5.970 1.922 -1.747
C 5.933 0.461 -1.306
C 5.383 0.219 0.100
C 6.129 0.944 1.219
C 7.592 0.531 1.342
H 4.126 2.607 -0.807
H 4.651 3.596 -2.163
H 3.920 2.020 -2.459
H 6.629 2.499 -1.089
H 6.419 1.970 -2.743
H 6.939 0.037 -1.382
H 5.317 -0.100 -2.015
H 5.407 -0.858 0.298
H 4.328 0.506 0.133
H 5.620 0.737 2.165
H 6.064 2.026 1.072
H 7.679 -0.546 1.504
H 8.073 1.036 2.181
H 8.157 0.781 0.442
C -6.099 4.758 -0.743
C -5.490 6.142 -0.949
C -4.975 6.779 0.340
C -6.040 7.022 1.412
C -7.210 7.896 0.963
C -6.794 9.304 0.549
H -6.982 4.789 -0.101
H -6.402 4.322 -1.695
H -5.375 4.081 -0.285
H -6.226 6.798 -1.425
H -4.656 6.063 -1.647
H -4.479 7.722 0.095
H -4.198 6.136 0.764
H -5.563 7.489 2.280
H -6.430 6.063 1.764
H -7.929 7.964 1.784
H -7.739 7.414 0.136
H -6.274 9.811 1.365
H -7.663 9.907 0.280
H -6.127 9.287 -0.314
C 4.509 -2.933 3.089
C 3.124 -3.538 3.302
C 2.544 -3.268 4.688
C 3.357 -3.844 5.848
C 3.583 -5.354 5.788
C 2.294 -6.170 5.831
H 5.250 -3.362 3.767
H 4.860 -3.108 2.070
H 4.490 -1.853 3.251
H 3.163 -4.616 3.116
H 2.440 -3.127 2.558
H 1.523 -3.658 4.725
H 2.454 -2.186 4.829
H 2.843 -3.598 6.783
H 4.329 -3.345 5.900
H 4.212 -5.642 6.635
H 4.149 -5.612 4.889
H 1.723 -5.942 6.734
H 2.514 -7.239 5.836
H 1.657 -5.969 4.968
C 0.510 -4.063 9.084
C 0.309 -4.881 10.356
C 0.112 -6.373 10.089
C -1.112 -6.716 9.239
C -2.443 -6.222 9.804
C -2.782 -6.814 11.169
H -0.366 -4.099 8.434
H 0.699 -3.015 9.323
H 1.367 -4.435 8.520
H -0.541 -4.483 10.917
H 1.182 -4.758 11.002
H 0.056 -6.901 11.045
H 1.003 -6.761 9.584
H -1.158 -7.803 9.121
H -0.983 -6.312 8.231
H -3.235 -6.480 9.097
H -2.440 -5.131 9.870
H -2.806 -7.905 11.124
H -3.760 -6.472 11.511
H -2.052 -6.525 11.927
*
```



The following is a DFT calculation (ωB97M-V/def2-TZVPD) of one molecule with the formula C2HI2N3.

Properties
Molecular weight (g/mol): 320.9
E_tot (hartree): -836.30483
LUMO (spin up / spin down) (eV): -1.0 / -1.0
ΔE to the lowest compared entry with this formula, charge and spin (eV): 2.863
HOMO-LUMO gap (spin up / spin down) (eV): 6.90 / 6.90

ORCA input file:
```
! wB97M-V def2-TZVPD RIJCOSX def2/J DEFGRID3
* xyz 0 1
C 1.361 0.033 -0.078
C -0.496 1.302 0.235
N 0.717 1.197 0.008
N 0.635 -1.092 -0.117
N -0.598 -1.015 -0.011
I -2.136 2.330 -0.045
I -1.834 -2.584 -0.010
H 2.351 -0.171 0.018
*
```



The following is a DFT calculation (ωB97M-V/def2-TZVPD) of C6H6N3O4PdS3Sb as an isolated structure.

Properties
Molecular weight (g/mol): 508.5
E_tot (hartree): -2259.82193
LUMO (spin up / spin down) (eV): -5.3 / -6.3
ΔE to the lowest compared entry with this formula, charge and spin (eV): 0.000
HOMO-LUMO gap (spin up / spin down) (eV): 7.19 / 6.43

ORCA input file:
```
! wB97M-V def2-TZVPD RIJCOSX def2/J DEFGRID3
* xyz 1 2
Pd 1.961 0.546 0.179
S 2.117 5.055 3.338
Sb 3.685 3.636 2.492
S 1.674 2.217 2.521
S 2.004 2.906 0.523
O 4.571 -1.895 -0.436
N 3.716 -1.122 -0.231
O 2.456 -1.361 -0.425
O 3.919 0.083 0.211
N -1.622 -3.145 -1.566
C -2.454 -2.299 -0.908
O -3.583 -2.576 -0.579
C -1.893 -0.942 -0.551
C -2.787 0.093 -0.304
C -2.292 1.330 0.061
C -0.927 1.498 0.192
N -0.063 0.499 -0.022
C -0.544 -0.704 -0.391
H -2.010 -4.031 -1.851
H -0.810 -2.818 -2.056
H -3.848 -0.099 -0.397
H -2.947 2.168 0.253
H -0.509 2.454 0.475
H 0.183 -1.493 -0.527
*
```



The following is a DFT calculation (ωB97M-V/def2-TZVPD) of a 12-piece molecular cluster, C40H62N6O28S6 overall.

Properties
Molecular weight (g/mol): 1267.4
SMILES: O=[N+]([O-])c1ccccc1.O=[N+]([O-])c1ccccc1.O=S1(=O)OCCO1.O=S1(=O)OCCO1.O=S1(=O)OCCO1.O=S1(=O)OCCO1.O=S1(=O)OCCO1.O=S1(=O)OCCO1.CCCC#N.CCCC#N.CCCC#N.CCCC#N
E_tot (hartree): -6385.17802
LUMO (eV): -1.3
HOMO-LUMO gap (eV): 8.71

ORCA input file:
```
! wB97M-V def2-TZVPD RIJCOSX def2/J DEFGRID3
* xyz 0 1
O 15.992 22.155 16.588
N 15.428 21.479 17.433
O 15.581 20.236 17.440
C 14.828 22.145 18.603
C 14.031 21.355 19.424
C 13.293 22.035 20.427
C 13.338 23.385 20.603
C 14.213 24.190 19.790
C 14.975 23.563 18.840
H 13.941 20.295 19.239
H 12.608 21.487 21.057
H 12.677 23.833 21.330
H 14.289 25.258 19.927
H 15.594 24.111 18.146
O 12.057 8.752 15.614
N 11.410 9.182 14.640
O 10.751 8.420 13.944
C 11.309 10.637 14.452
C 12.161 11.444 15.257
C 11.921 12.765 15.147
C 11.183 13.371 14.138
C 10.439 12.581 13.294
C 10.465 11.184 13.462
H 12.820 10.951 15.957
H 12.464 13.393 15.838
H 11.159 14.449 14.079
H 9.750 13.051 12.608
H 9.848 10.572 12.821
O 9.276 15.533 8.202
S 10.508 15.307 8.954
O 11.418 14.254 8.588
O 11.332 16.737 9.370
C 11.978 16.647 10.650
C 11.127 15.598 11.428
O 10.110 15.092 10.551
H 13.034 16.439 10.476
H 11.894 17.501 11.323
H 10.821 15.896 12.431
H 11.736 14.725 11.665
O 7.363 19.672 20.295
S 7.663 19.623 18.864
O 6.615 20.065 17.937
O 9.098 20.321 18.582
C 10.192 19.524 18.926
C 9.764 18.066 18.672
O 8.373 18.236 18.470
H 11.152 19.779 18.478
H 10.417 19.670 19.983
H 9.817 17.472 19.584
H 10.305 17.695 17.801
O 16.771 12.562 10.222
S 15.604 13.365 10.412
O 15.125 14.206 9.253
O 14.442 12.416 11.102
C 14.671 12.220 12.509
C 15.030 13.617 12.881
O 15.670 14.244 11.815
H 13.781 11.726 12.898
H 15.529 11.616 12.805
H 15.652 13.752 13.766
H 14.107 14.174 13.036
O 9.822 17.764 15.240
S 8.860 16.668 15.163
O 8.334 16.213 13.806
O 9.543 15.376 15.858
C 8.918 14.965 17.052
C 7.528 15.586 17.114
O 7.606 16.703 16.294
H 8.859 13.901 17.285
H 9.596 15.471 17.739
H 7.384 15.969 18.124
H 6.659 14.985 16.846
O 14.326 10.857 18.723
S 13.489 11.992 19.063
O 14.047 13.366 19.188
O 12.044 11.968 18.278
C 11.094 11.005 18.749
C 11.618 10.731 20.144
O 12.599 11.723 20.390
H 10.092 11.431 18.800
H 11.134 10.211 18.003
H 11.949 9.694 20.088
H 10.789 10.927 20.824
O 12.097 22.552 14.053
S 12.246 21.974 15.377
O 13.295 20.879 15.565
O 12.420 23.223 16.481
C 11.246 23.564 17.126
C 10.091 22.678 16.572
O 10.735 21.545 16.014
H 11.476 23.303 18.159
H 11.184 24.648 17.226
H 9.504 23.103 15.758
H 9.441 22.536 17.435
C 13.140 15.932 17.607
C 13.425 17.424 17.188
C 14.189 17.591 15.830
C 13.457 17.032 14.741
N 12.900 16.549 13.878
H 12.443 16.011 18.441
H 14.090 15.499 17.921
H 12.649 15.300 16.867
H 13.885 17.973 18.010
H 12.427 17.835 17.038
H 15.213 17.218 15.806
H 14.248 18.631 15.507
C 13.531 19.972 23.576
C 14.520 18.749 23.478
C 14.894 18.410 21.994
C 13.740 18.205 21.100
N 12.812 17.984 20.395
H 13.566 20.324 24.607
H 12.560 19.623 23.225
H 13.898 20.756 22.913
H 14.046 17.884 23.942
H 15.369 18.977 24.122
H 15.467 17.490 22.104
H 15.419 19.289 21.619
C 18.619 20.368 11.480
C 17.349 20.847 11.820
C 17.036 20.669 13.288
C 17.143 19.232 13.607
N 17.166 18.097 13.918
H 18.943 19.415 11.898
H 19.408 21.109 11.606
H 18.624 20.225 10.400
H 16.534 20.357 11.288
H 17.319 21.928 11.682
H 16.068 21.059 13.604
H 17.765 21.207 13.894
C 19.289 15.226 18.983
C 17.895 15.477 19.523
C 16.930 14.315 19.151
C 16.715 14.183 17.721
N 16.532 14.064 16.568
H 19.410 15.261 17.901
H 19.692 14.233 19.186
H 19.846 15.997 19.517
H 17.498 16.429 19.170
H 17.833 15.555 20.608
H 15.975 14.456 19.657
H 17.332 13.352 19.465
*
```